# 1
Computed, not measured: a structure of composition C17H15MnN2S2 in a non-equilibrium geometry, with ωB97M-V/def2-TZVPD.

Structure (ORCA input):
```
! wB97M-V def2-TZVPD RIJCOSX def2/J DEFGRID3
* xyz 1 2
Mn -0.275 -0.160 -0.377
S 1.850 -0.349 -1.055
S -0.693 -2.172 -1.069
N -5.259 2.395 -1.826
N -0.630 1.622 -0.939
C 0.110 -0.072 2.692
C -0.639 3.792 -1.896
C 1.819 -1.788 -1.981
C -0.755 -0.824 4.819
C 0.265 -0.133 5.464
C -2.013 3.743 -2.043
C -2.696 2.601 -1.617
C -4.118 2.489 -1.736
C -1.959 1.566 -1.068
C 1.137 0.622 3.357
C 3.093 -2.144 -2.684
C 1.208 0.582 4.733
C -0.029 -0.065 1.296
C 0.681 -2.577 -2.013
C -0.835 -0.805 3.443
C 0.025 2.711 -1.343
C 0.595 -3.844 -2.810
H 0.330 -0.155 6.544
H 3.375 -1.354 -3.382
H 1.289 -4.590 -2.414
H 2.000 1.112 5.244
H -0.409 -4.258 -2.766
H 1.863 1.172 2.772
H -2.562 4.565 -2.481
H -2.466 0.666 -0.706
H 3.015 -3.081 -3.229
H 3.900 -2.234 -1.955
H -1.611 -1.346 2.918
H -1.481 -1.382 5.394
H -0.080 4.661 -2.211
H 0.857 -3.663 -3.853
H 1.099 2.696 -1.220
*
```

Computed properties:
**Total energy**: -73833.407 eV
**Expectation value of S²**: 1.097

---

# 2
Computed, not measured: an isolated molecule of C17H15N3O4S3 in a non-equilibrium geometry, with ωB97M-V/def2-TZVPD.

Structure (ORCA input):
```
! wB97M-V def2-TZVPD RIJCOSX def2/J DEFGRID3
* xyz 0 1
S 5.187 -1.362 0.043
S 3.399 -3.767 -0.106
S 1.740 3.707 0.335
O 0.320 2.255 -1.834
O 6.226 1.764 0.124
O -3.302 0.322 -0.048
O -1.592 0.812 1.303
N 2.193 1.117 0.186
N 2.608 -1.215 0.042
N 4.076 2.507 0.171
C -2.189 0.962 0.270
C -5.025 -1.295 0.325
C 0.534 -1.019 -1.187
C -1.826 1.942 -0.839
C -0.371 2.368 -0.861
C -0.768 -1.427 -1.412
C 0.101 2.945 0.449
C -3.832 -0.584 0.931
C 5.053 1.485 0.132
C -0.651 -2.889 0.486
C -1.354 -2.375 -0.590
C 3.046 0.075 0.100
C 3.609 -2.152 0.001
C 4.421 0.198 0.101
C 1.243 -1.566 -0.127
C 0.650 -2.486 0.725
C 2.741 2.290 0.213
H -2.098 1.505 -1.800
H -4.119 -0.007 1.817
H 1.003 -0.294 -1.834
H -2.356 -2.720 -0.796
H -5.792 -0.576 0.050
H 0.140 2.132 1.179
H 1.208 -2.893 1.553
H -1.316 -1.024 -2.251
H -3.042 -1.285 1.219
H 4.431 3.456 0.184
H -4.727 -1.839 -0.567
H -1.110 -3.618 1.137
H -5.436 -1.995 1.046
H -0.575 3.718 0.812
H -2.445 2.830 -0.683
*
```

Computed properties:
**Energy relative to the best compared isomer or geometry (same formula, charge and spin)**: 0.0 kJ/mol

---

# 3
Computed, not measured: the ion C17H15N4S with charge +1 in a non-equilibrium geometry, with ωB97M-V/def2-TZVPD.

Structure (ORCA input):
```
! wB97M-V def2-TZVPD RIJCOSX def2/J DEFGRID3
* xyz 1 1
S 1.118 -2.941 5.475
N -0.953 -3.006 3.966
N -0.068 1.715 -3.029
N -0.677 -1.954 -2.984
N 0.557 4.042 -0.377
C -0.535 2.200 -4.342
C -0.363 -1.887 1.861
C -0.580 -1.244 -0.717
C -0.471 -0.711 -3.430
C 1.262 -2.359 3.837
C -0.244 0.400 -2.556
C -0.593 -1.489 0.703
C 1.761 4.585 -0.696
C 0.046 -2.461 3.167
C 0.612 2.642 -2.285
C 1.786 3.203 -2.710
C -1.366 -4.115 6.078
C -0.608 -3.439 5.123
C 2.379 4.226 -1.913
C 0.001 3.134 -1.186
C -0.410 0.043 -1.195
C -0.650 -2.226 -1.670
H -1.647 2.190 -4.497
H 2.124 5.365 -0.132
H -1.008 2.801 -1.059
H -0.267 1.435 -5.066
H -0.346 -0.634 -4.509
H -2.000 -2.917 3.738
H -0.578 0.794 -0.412
H -2.368 -3.621 6.156
H 2.203 -1.913 3.451
H 2.243 2.819 -3.622
H -0.908 -4.169 7.077
H -0.106 3.150 -4.642
H -1.691 -5.189 5.877
H -0.936 -3.177 -1.256
H 3.281 4.712 -2.227
*
```

Computed properties:
**Energy relative to the best compared isomer or geometry (same formula, charge and spin)**: 150.5 kJ/mol

---

# 4
Computed, not measured: an isolated molecule of C17H15N7O3S2 in a non-equilibrium geometry, with ωB97M-V/def2-TZVPD.

Structure (ORCA input):
```
! wB97M-V def2-TZVPD RIJCOSX def2/J DEFGRID3
* xyz 0 1
S -1.947 0.872 -3.354
S -1.766 1.011 1.105
O 0.098 -0.903 4.658
O -1.648 0.127 3.694
O -3.743 3.480 -2.096
N 0.000 -1.180 -0.699
N 0.140 2.237 -0.098
N -1.966 2.969 -0.832
N 0.514 0.039 -3.162
N -0.929 -0.531 -1.353
N 2.751 -0.756 -2.825
N 0.730 1.403 0.744
C -0.541 -0.339 3.640
C -3.151 1.163 -1.999
C -0.087 0.682 1.429
C 3.382 -1.471 -1.820
C -3.026 2.626 -1.638
C 2.852 -2.515 0.308
C 4.175 -2.906 0.392
C -0.605 -0.994 5.903
C -1.148 2.158 -0.084
C 0.317 -0.370 2.386
C 1.203 -1.223 -1.228
C 1.456 -0.588 -2.492
C -0.658 0.041 -2.517
C 2.450 -1.791 -0.805
C -1.546 -2.189 5.923
C 4.704 -1.865 -1.730
C 5.085 -2.585 -0.611
H 0.159 -1.344 1.910
H -2.014 -2.265 6.900
H 3.189 -0.385 -3.651
H -4.141 0.974 -2.408
H -0.996 -3.105 5.720
H -1.736 3.956 -0.835
H 6.112 -2.905 -0.514
H 2.143 -2.767 1.081
H 0.176 -1.092 6.658
H 5.414 -1.619 -2.505
H -1.165 -0.067 6.060
H -2.321 -2.066 5.171
H -2.906 0.468 -1.200
H 4.511 -3.470 1.248
H 1.373 -0.272 2.639
*
```

Computed properties:
**Total energy**: -56116.171 eV

---

# 5
Computed, not measured: an isolated molecule of C17H15N9 in a non-equilibrium geometry, with ωB97M-V/def2-TZVPD.

Structure (ORCA input):
```
! wB97M-V def2-TZVPD RIJCOSX def2/J DEFGRID3
* xyz 0 1
N 2.776 -1.777 -0.841
N 0.944 -1.202 -1.858
N 1.225 -0.301 0.320
N -0.048 1.096 1.356
N -2.515 5.311 2.369
N -0.721 0.316 -0.881
N -4.259 4.520 3.414
N -0.971 -1.224 -5.360
N -1.923 0.915 -1.174
C 4.903 -2.865 -0.397
C -1.013 -0.796 -4.257
C 4.926 -1.795 2.178
C 5.913 -2.722 1.791
C 3.909 -1.446 1.265
C 1.596 -1.060 -0.749
C -1.283 1.671 1.858
C -3.424 3.472 3.056
C -0.231 -0.473 -1.914
C 5.893 -3.254 0.498
C 3.872 -2.007 0.018
C -2.326 3.941 2.371
C -1.115 -0.300 -2.934
C 0.107 0.349 0.230
C -2.165 0.526 -2.402
C -3.738 5.627 2.983
C -1.142 3.219 1.802
H -2.168 1.316 1.297
H 6.692 -3.094 2.481
H -1.854 5.972 1.944
H 4.964 -1.319 3.160
H -0.239 3.516 2.340
H -4.196 6.611 3.051
H -1.416 1.376 2.919
H 6.686 -3.984 0.306
H 4.963 -3.256 -1.417
H -3.622 2.440 3.319
H 0.667 0.938 2.040
H -3.020 0.792 -2.993
H 2.822 -2.211 -1.786
H 3.255 -0.645 1.546
H -1.025 3.505 0.748
*
```

Computed properties:
**Energy relative to the best compared isomer or geometry (same formula, charge and spin)**: 0.0 kJ/mol

---

# 6
Computed, not measured: a structure of composition C17H16AsIN8O6PtS in a non-equilibrium geometry, with ωB97M-V/def2-TZVPD.

Structure (ORCA input):
```
! wB97M-V def2-TZVPD RIJCOSX def2/J DEFGRID3
* xyz 0 1
Pt 0.970 -0.067 0.539
I 2.161 7.033 -0.460
As 1.650 -2.981 0.184
S 2.772 -0.535 -1.972
O 3.647 -1.660 -1.848
O 2.606 0.233 -0.686
O 2.993 0.399 -3.056
O 2.620 -4.263 0.199
O 2.197 -1.598 1.046
O 0.179 -3.417 1.111
N -0.861 0.861 -0.041
N -2.964 -2.023 4.553
N -0.753 -1.686 4.088
N 1.445 -1.329 3.566
N 1.410 2.850 -0.534
N -2.457 -0.719 2.741
N -0.187 -0.477 2.142
N 2.266 2.983 -1.555
C -1.499 -0.261 1.980
C 1.251 4.072 -0.049
C -3.076 1.242 0.782
C -1.216 -2.539 -2.825
C -1.107 1.699 -1.045
C -2.325 2.340 -1.195
C 1.152 -1.254 -2.198
C -2.023 -1.474 3.777
C 0.756 -2.361 -1.447
C -0.429 -3.001 -1.773
C 0.161 -1.189 3.256
C 0.372 -0.786 -3.240
C 2.023 4.999 -0.771
C -3.321 2.119 -0.262
C -1.837 0.634 0.856
C 2.670 4.253 -1.729
C -0.826 -1.425 -3.548
H -3.816 1.018 1.536
H -2.474 3.011 -2.028
H -1.437 -1.064 -4.365
H 2.102 -1.338 2.783
H -2.133 -3.056 -3.072
H 1.623 -1.950 4.338
H 0.599 4.252 0.790
H 2.614 2.143 -2.015
H -0.759 -3.850 -1.190
H 3.373 4.530 -2.495
H -3.928 -1.936 4.288
H 0.354 -4.298 1.466
H -4.275 2.622 -0.342
H -0.302 1.840 -1.747
H -2.690 -2.651 5.287
H 0.728 0.054 -3.821
*
```

Computed properties:
**Energy relative to the best compared isomer or geometry (same formula, charge and spin)**: 64.9 kJ/mol